# 1
Entry from the OMol25 dataset: a structure of composition C29H20CaCl2F5N5O5S2Se2 (ωB97M-V/def2-TZVPD).

Charge = -2
Kohn-Sham gap = 6.397 eV
E_LUMO = 4.037 eV
Calculated total energy = -257526.28842 eV
E_HOMO = -2.4 eV
ΔE to the lowest compared entry with this formula, charge and spin = 29.6 kcal per mole

Each line ends with the Mulliken charge.
Positions of all 71 atoms, in Å:
Ca: 0.68187 -0.22300 -0.66602  1.63
O: -3.35923 -2.31006 -0.05893  -0.82
C: -2.35240 -1.56747 -0.06813  -0.87
N: -1.24486 -1.69480 -0.77606  0.20
C: -1.26115 -2.82277 -1.67763  -1.14
C: -0.09946 -2.80088 -2.64060  0.42
C: 0.19791 -3.92366 -3.41549  -0.94
C: 1.28564 -3.89303 -4.26224  -0.24
C: 2.06320 -2.74329 -4.32657  -0.96
C: 1.70605 -1.66803 -3.53685  -0.57
N: 0.64062 -1.69296 -2.72233  0.45
C: -2.34681 -0.34922 0.83052  1.19
C: -3.02060 -0.39991 2.04324  -0.75
C: -2.98489 0.70320 2.87258  -0.56
C: -2.29401 1.82967 2.45393  -1.08
C: -1.66749 1.79991 1.21930  -0.51
N: -1.68589 0.73857 0.41112  0.91
H: -2.18902 -2.85069 -2.26045  0.38
H: -1.25187 -3.78171 -1.13644  0.33
H: -0.41281 -4.81283 -3.31561  0.43
H: 1.54242 -4.76395 -4.85447  0.39
H: 2.93959 -2.68600 -4.95738  0.44
H: 2.28464 -0.74937 -3.52436  0.51
H: -3.52724 -1.31534 2.31327  0.52
H: -3.46303 0.67667 3.84424  0.41
H: -2.22616 2.71351 3.07506  0.44
H: -1.12465 2.66407 0.85652  0.34
Se: 0.01011 2.27227 -2.69484  0.16
Se: -2.19403 3.07961 -2.32851  -0.21
C: -3.09642 1.40346 -2.54419  0.48
C: -4.07369 1.01024 -1.63926  -0.45
C: -4.69910 -0.20751 -1.83476  -0.30
C: -4.32705 -0.97676 -2.92174  -0.26
C: -3.33072 -0.50159 -3.75718  -0.42
N: -2.72668 0.67270 -3.58947  -0.49
C: 0.82391 2.99935 -1.12466  -0.02
C: 1.17026 4.32251 -1.08571  -0.94
C: 1.90439 4.74942 0.05687  -0.35
C: 2.42422 3.82783 0.89946  -1.15
C: 2.23773 2.41724 0.58063  0.25
N: 1.14174 2.08883 -0.19104  0.63
H: -4.27396 1.62236 -0.77009  0.34
H: -5.41435 -0.58186 -1.11694  0.30
H: -4.75937 -1.95482 -3.08432  0.36
H: -2.98731 -1.09489 -4.59914  0.40
H: 0.89502 4.99724 -1.88225  0.42
H: 2.05637 5.80871 0.23808  0.39
H: 2.99937 4.09511 1.77561  0.46
H: 2.40580 1.71245 1.38464  -0.04
O: 4.99037 0.54276 -1.66218  -0.76
S: 3.61838 0.82564 -1.29418  1.09
O: 3.65671 2.03227 -0.33386  -0.42
O: 2.74199 1.14778 -2.43312  -0.62
O: 3.00709 -0.31732 -0.55520  -0.70
F: 1.14027 2.12993 7.20380  -0.35
C: 1.06282 1.35496 6.10314  0.66
C: 2.07921 1.34871 5.16883  0.08
F: 3.16201 2.11950 5.37804  -0.34
C: 1.99125 0.55201 4.04474  -0.02
F: 3.04224 0.55730 3.21509  -0.45
C: 0.88541 -0.27029 3.75525  0.11
S: 0.76074 -1.25599 2.35152  -0.11
C: -0.09668 -0.26084 4.76547  0.14
F: -1.16348 -1.06676 4.66368  -0.44
C: -0.02363 0.53028 5.89348  0.34
F: -1.01244 0.50620 6.81119  -0.35
Cl: 4.57550 -4.44476 -0.15936  -0.25
C: 3.48131 -3.13071 0.34845  0.32
Cl: 1.78669 -3.51794 0.00092  -0.08
H: 3.72898 -2.21584 -0.17828  -0.24
H: 3.56869 -3.00543 1.42111  0.31

---

# 2
Entry from the OMol25 dataset: a cluster of 2 separate species, C9H14O in total (ωB97M-V/def2-TZVPD).

Charge = 0
Kohn-Sham gap = 9.249 eV
SMILES string = Cc1ccc(O)cc1.CC
E_LUMO = 0.862 eV
Calculated total energy = -11606.25829 eV
E_HOMO = -8.4 eV
ΔE to the lowest compared entry with this formula, charge and spin = 31.8 kcal per mole

Each line ends with the Mulliken charge.
Positions of all 24 atoms, in Å:
C: 1.84967 -2.50659 0.99921  -1.26
C: 1.55208 -1.06077 0.58264  0.84
C: 0.57504 -0.26108 1.24403  -0.76
C: 0.52558 1.11762 0.84644  -0.64
C: 1.38811 1.57350 -0.15037  0.68
O: 1.37368 2.81952 -0.71215  -0.52
C: 2.22795 0.75411 -0.87549  -0.62
C: 2.36102 -0.57121 -0.42527  -0.47
H: 1.03790 -3.24511 0.82093  0.28
H: 2.06690 -2.57302 2.07144  0.31
H: 2.76575 -2.91768 0.47135  0.30
H: -0.03187 -0.72595 1.94071  0.53
H: 0.09025 1.77437 1.58068  0.40
H: 0.72679 3.33969 -0.21886  0.30
H: 2.90000 1.14544 -1.63963  0.36
H: 3.11963 -1.17437 -0.88355  0.27
C: -2.66223 -0.22345 -0.38644  -0.45
C: -3.36107 0.95684 -1.00472  -0.91
H: -3.06572 -0.43766 0.61439  0.26
H: -2.71638 -1.16675 -0.94553  0.34
H: -1.59230 -0.09759 -0.07877  -0.09
H: -4.28830 0.45424 -1.54407  0.25
H: -2.96836 1.42502 -1.94664  0.28
H: -3.87414 1.60086 -0.36031  0.34

---

# 3
Entry from the OMol25 dataset: an isolated molecule of C4H13N3 (ωB97M-V/def2-TZVPD).

Charge = 0
Kohn-Sham gap = 10.143 eV
SMILES string = NCC[C@H](N)CN
E_LUMO = 1.015 eV
Calculated total energy = -8826.99955 eV
E_HOMO = -9.1 eV
ΔE to the lowest compared entry with this formula, charge and spin = 55.6 kcal per mole

Each line ends with the Mulliken charge.
Positions of all 20 atoms, in Å:
N: -2.47510 -0.11443 1.16828  -0.63
C: -1.60747 1.09294 0.96614  -0.64
C: -0.66467 0.99801 -0.20833  -0.64
C: 0.33944 -0.26619 -0.01366  0.06
N: 1.43300 0.44362 1.00231  -0.69
C: 0.88728 -0.66554 -1.34872  -0.64
N: 2.08678 -1.55409 -1.44638  -0.51
H: -3.29012 -0.07495 0.44215  0.23
H: -3.00814 0.01450 2.04457  0.26
H: -1.25473 1.27576 1.98588  0.37
H: -2.23614 2.01455 0.85525  0.34
H: -1.17788 0.78361 -1.14154  0.35
H: -0.26177 2.05769 -0.37517  0.35
H: 0.14033 -1.23424 0.50156  0.29
H: 2.18618 -0.33297 1.02658  0.28
H: 1.83723 1.31284 0.41946  0.27
H: 0.07538 -1.22352 -1.90023  0.32
H: 0.88171 0.30406 -1.88319  0.25
H: 2.86824 -0.99452 -1.28392  0.19
H: 2.19945 -2.28382 -2.13349  0.20

---

# 4
Entry from the OMol25 dataset: an isolated molecule of C17H20N6O2 (ωB97M-V/def2-TZVPD).

Charge = 0
Kohn-Sham gap = 8.368 eV
SMILES string = CCCn1ccnc1CNC(=O)c1cc(-c2ccc(C)o2)nc(N)n1
E_LUMO = 0.134 eV
Calculated total energy = -30989.47519 eV
E_HOMO = -8.2 eV
ΔE to the lowest compared entry with this formula, charge and spin = 21.6 kcal per mole

Each line ends with the Mulliken charge.
Positions of all 45 atoms, in Å:
C: 5.85357 -2.01796 -3.25000  -1.26
C: 4.35918 -2.16340 -3.47056  -0.02
C: 3.77730 -3.34881 -2.68796  -0.94
N: 2.29294 -3.35637 -2.82607  0.20
C: 1.67332 -4.07511 -3.82554  -0.21
C: 0.33854 -3.80311 -3.70782  -0.66
N: 0.07829 -2.87716 -2.71580  -0.58
C: 1.25529 -2.65562 -2.15445  0.33
C: 1.46150 -1.70707 -1.01823  -0.42
N: 0.25054 -0.91796 -0.73885  -0.16
C: 0.05036 -0.20193 0.42208  -0.23
O: 1.00456 -0.06664 1.19925  -0.71
C: -1.24544 0.49573 0.69334  0.65
C: -1.40764 1.16001 1.86918  -0.36
C: -2.59980 1.87150 2.05900  0.90
C: -2.79043 2.65994 3.31966  0.21
C: -1.99256 2.56414 4.42918  -0.30
C: -2.36897 3.62799 5.32849  -0.52
C: -3.40798 4.25452 4.72235  0.46
C: -4.10802 5.49047 5.22659  -1.17
O: -3.70071 3.69385 3.51658  -0.36
N: -3.56437 1.86897 1.14608  -0.64
C: -3.33295 1.14547 0.08576  0.31
N: -4.28916 1.18619 -0.85296  -0.47
N: -2.22683 0.51975 -0.23171  -0.53
H: 6.06712 -1.96252 -2.16667  0.32
H: 6.33513 -2.89190 -3.69157  0.32
H: 6.24641 -1.14188 -3.75215  0.36
H: 3.87869 -1.26154 -3.09237  0.27
H: 4.14618 -2.28942 -4.54914  0.27
H: 4.18740 -4.27096 -3.12150  0.34
H: 4.04335 -3.26799 -1.63786  0.35
H: 2.08259 -4.78518 -4.47985  0.43
H: -0.38853 -4.19436 -4.42331  0.40
H: 1.73817 -2.26730 -0.09135  0.28
H: 2.22737 -0.97224 -1.22582  0.19
H: -0.58821 -1.10760 -1.26419  0.40
H: -0.61156 1.08637 2.62003  0.37
H: -1.12160 1.89414 4.57734  0.34
H: -1.90914 3.87779 6.28176  0.43
H: -4.60232 5.96397 4.37396  0.30
H: -3.36990 6.15218 5.64997  0.34
H: -4.85978 5.21913 5.98026  0.27
H: -4.92804 1.92748 -0.74413  0.24
H: -3.93390 0.94450 -1.78100  0.25

---

# 5
Entry from the OMol25 dataset: an isolated molecule of C4H11NOS (ωB97M-V/def2-TZVPD).

Charge = 0
Kohn-Sham gap = 9.577 eV
SMILES string = N[C@H](CO)CCS
E_LUMO = 0.707 eV
Calculated total energy = -18697.31401 eV
E_HOMO = -8.9 eV
ΔE to the lowest compared entry with this formula, charge and spin = 60.1 kcal per mole

Each line ends with the Mulliken charge.
Positions of all 18 atoms, in Å:
N: 0.82262 0.41220 -1.50065  -0.56
C: 0.81727 0.01541 -0.07939  0.46
C: 2.14581 -0.53646 0.52766  -0.85
O: 3.03142 0.52970 0.65071  -0.52
C: -0.18110 -1.14467 -0.01223  -1.05
C: -1.68464 -0.75660 -0.31544  -0.73
S: -2.45967 0.72722 0.57743  -0.22
H: 1.01499 -0.35533 -2.17207  0.22
H: 0.38262 1.35934 -1.92946  0.21
H: 0.67196 0.95294 0.60011  0.31
H: 1.92797 -1.08819 1.50590  0.34
H: 2.43001 -1.28057 -0.18735  0.35
H: 3.11990 0.67481 -0.31322  0.34
H: -0.00853 -1.70490 0.91008  0.39
H: 0.08358 -1.88423 -0.68448  0.48
H: -1.73061 -0.53962 -1.40348  0.28
H: -2.40731 -1.63410 -0.34436  0.41
H: -2.72362 1.27542 -0.64529  0.13

---

# 6
Entry from the OMol25 dataset: a structure of composition H13LiO7 (ωB97M-V/def2-TZVPD).

Charge = 0
Kohn-Sham gap = 7.556 eV
E_LUMO = -0.657 eV
Calculated total energy = -14746.70051 eV
E_HOMO = -8.2 eV
ΔE to the lowest compared entry with this formula, charge and spin = 75.2 kcal per mole

Each line ends with the Mulliken charge.
Positions of all 21 atoms, in Å:
Li: 1.86182 -46.89333 39.25695  0.99
O: 2.76059 -48.50465 39.18912  -1.00
H: 3.23209 -48.65828 38.52851  0.05
O: 5.19643 -47.63855 39.30456  -0.73
H: 4.25077 -47.82754 39.46948  0.51
H: 5.47731 -47.84604 40.29161  0.36
O: 1.92090 -45.50489 41.18848  -0.54
H: 2.23411 -44.66907 41.55753  0.26
H: 1.07601 -45.57853 41.72287  0.29
O: 2.64284 -45.62019 38.00404  -0.61
H: 2.42011 -45.84347 37.19320  0.29
H: 2.20080 -44.75989 37.99222  0.31
O: 2.61543 -47.91295 41.60144  -0.65
H: 2.67450 -47.93990 40.56208  0.28
H: 1.81295 -48.39472 41.86375  0.31
O: -0.17483 -46.94992 38.99189  -0.49
H: -0.96082 -47.05094 39.46258  0.24
H: -0.65535 -46.60405 38.25568  0.24
O: 1.34413 -50.01686 39.43784  -0.76
H: 1.80949 -49.21964 39.09719  0.40
H: 1.88642 -50.71782 38.95812  0.25